Entry 1:
{"formula": "C37H47As3Br3CoN3O3", "method": "the ωB97M-V functional and the def2-TZVPD basis", "energy_ha": -17640.16657, "homo_energy_ev": [-7.2105, -7.3211], "relative_energy_kcal_mol": 39.8, "s2": 3.842, "spin_multiplicity": 4, "gap_ev": [7.62, 5.96], "elements": ["Co", "O", "C", "C", "C", "C", "C", "C", "C", "O", "N", "N", "C", "C", "Br", "C", "C", "C", "C", "C", "C", "C", "H", "H", "H", "H", "H", "H", "H", "H", "H", "H", "H", "H", "H", "H", "C", "As", "C", "C", "C", "C", "C", "As", "C", "C", "C", "As", "C", "C", "H", "H", "H", "H", "H", "H", "H", "H", "H", "H", "H", "H", "H", "H", "H", "H", "H", "H", "H", "H", "H", "H", "H", "H", "H", "H", "H", "C", "C", "C", "C", "C", "C", "Br", "C", "C", "Br", "C", "O", "C", "N", "H", "H", "H", "H", "H", "H"], "coordinates": [[-0.0193, 0.4312, 0.3184], [-1.6936, 0.9224, -3.0449], [-2.1085, 2.2059, -3.0860], [-2.5202, 2.7310, -4.3096], [-2.9520, 4.0426, -4.4017], [-2.9985, 4.8522, -3.2737], [-2.5943, 4.3254, -2.0569], [-2.1297, 3.0212, -1.9456], [-1.6202, 2.5139, -0.6111], [-1.5677, 1.1574, -0.5223], [-0.2403, 3.0427, -0.4226], [0.5244, 2.3417, 0.4248], [1.6683, 3.0180, 0.8165], [2.4599, 2.6361, 1.7963], [1.9844, -0.6335, 1.3300], [3.2535, 2.2989, 2.7719], [3.0846, 2.7031, 4.1813], [2.1579, 3.6733, 4.5617], [2.0032, 4.0110, 5.8944], [2.7731, 3.3859, 6.8688], [3.7005, 2.4243, 6.4990], [3.8562, 2.0867, 5.1622], [-1.5927, 0.7083, -2.0731], [-2.4995, 2.0827, -5.1765], [-3.2693, 4.4320, -5.3609], [-3.3554, 5.8710, -3.3399], [-2.6470, 4.9384, -1.1614], [-2.2355, 2.9551, 0.1961], [-0.1223, 4.0505, -0.4186], [1.8962, 3.9411, 0.2836], [4.0779, 1.6245, 2.5523], [1.5589, 4.1615, 3.8021], [1.2815, 4.7666, 6.1774], [2.6511, 3.6518, 7.9106], [4.3048, 1.9346, 7.2515], [4.5780, 1.3318, 4.8735], [3.5082, -3.2996, -0.5315], [1.7062, -2.5664, -0.6592], [0.7385, -3.9169, 0.3261], [1.0379, -2.8468, -2.4897], [1.6993, -2.1835, -3.7073], [1.0232, -2.8353, -4.9270], [1.4210, -0.6730, -3.7855], [1.5139, 0.4715, -2.1791], [3.4310, 0.5306, -1.7552], [1.4893, 2.1510, -3.1848], [3.2054, -2.4837, -3.7297], [4.1718, -2.1632, -5.4345], [5.7145, -3.2723, -4.9400], [5.0380, -0.4505, -5.0184], [3.5798, -4.2208, -1.1103], [3.6826, -3.5124, 0.5224], [4.2533, -2.5880, -0.8777], [1.2052, -4.8871, 0.1535], [-0.2960, -3.9325, -0.0048], [0.7801, -3.6650, 1.3839], [-0.0054, -2.5384, -2.4048], [1.0583, -3.9368, -2.6093], [-0.0625, -2.7694, -4.8341], [1.2986, -3.8902, -5.0105], [1.3168, -2.3376, -5.8514], [0.3853, -0.5182, -4.1047], [2.0559, -0.2284, -4.5577], [4.0309, 0.7231, -2.6425], [3.7610, -0.3860, -1.2691], [3.5715, 1.3412, -1.0382], [2.3136, 2.1728, -3.8992], [1.5840, 2.9894, -2.4961], [0.5419, 2.2417, -3.7119], [3.3559, -3.5509, -3.5357], [3.7284, -1.9350, -2.9439], [5.4414, -4.3255, -4.9950], [6.0542, -3.0399, -3.9295], [6.5292, -3.0912, -5.6402], [4.3167, 0.3651, -5.0498], [5.7973, -0.2612, -5.7774], [5.5140, -0.4785, -4.0378], [-0.3584, 1.5235, 3.7114], [-1.3349, 0.4623, 3.3046], [-2.3438, 0.0411, 4.2016], [-3.2237, -0.9282, 3.8287], [-3.1063, -1.5298, 2.5556], [-3.9648, -2.5384, 2.0535], [-5.3988, -3.1945, 3.1087], [-3.7748, -3.0485, 0.8053], [-2.7051, -2.6055, 0.0108], [-2.5277, -3.3514, -1.7213], [-1.7912, -1.6550, 0.4384], [-0.7432, -1.2897, -0.2353], [-2.0535, -1.0794, 1.7361], [-1.2144, -0.0786, 2.1155], [-0.8022, 2.2148, 4.4278], [-0.0124, 2.0739, 2.8398], [0.5169, 1.0695, 4.1829], [-2.4126, 0.5088, 5.1749], [-4.0135, -1.2474, 4.4950], [-4.4416, -3.8050, 0.4163]], "lowdin_spin": [0.9857, 0.0004, 0.0001, 0.0003, -0.0005, 0.0004, 0.0000, 0.0039, 0.0244, -0.0087, 0.2816, 0.4019, -0.0010, 0.1711, 0.3036, 0.0351, 0.0104, 0.0004, 0.0007, -0.0032, 0.0009, -0.0018, 0.0002, 0.0000, 0.0000, 0.0000, 0.0001, 0.0112, 0.0112, -0.0012, 0.0116, 0.0014, 0.0002, -0.0002, 0.0002, 0.0002, 0.0463, 0.3819, 0.0272, 0.1144, 0.0036, 0.0053, 0.0116, 0.0402, 0.0037, 0.0119, 0.0006, 0.0000, 0.0001, 0.0001, 0.0087, 0.0001, 0.0005, 0.0063, -0.0001, 0.0006, 0.0000, 0.0178, 0.0003, 0.0005, 0.0011, 0.0003, 0.0012, 0.0005, 0.0003, 0.0002, 0.0016, 0.0014, 0.0004, 0.0004, 0.0000, 0.0000, 0.0000, 0.0000, 0.0001, 0.0000, 0.0000, 0.0037, 0.0038, 0.0016, -0.0010, 0.0008, 0.0028, 0.0008, 0.0000, 0.0028, 0.0007, 0.0012, 0.0084, 0.0029, 0.0383, 0.0000, 0.0019, 0.0012, 0.0003, -0.0001, -0.0001]}

***

Entry 2:
{"formula": "C7H10", "method": "the ωB97M-V functional and the def2-TZVPD basis", "energy_ha": -272.62904, "homo_energy_ev": -9.3030, "relative_energy_kcal_mol": 55.8, "gap_ev": 10.45, "elements": ["C", "C", "C", "C", "C", "C", "C", "H", "H", "H", "H", "H", "H", "H", "H", "H", "H"], "coordinates": [[-2.3339, -0.1071, 1.2593], [-1.1639, -0.0321, 0.9612], [0.1863, 0.0890, 0.4537], [0.2622, 0.6014, -0.9716], [-0.6553, -0.1284, -1.9652], [1.2119, -0.9149, 0.9286], [1.2691, 0.4961, 1.4259], [-3.3433, -0.1854, 1.5854], [1.2976, 0.5041, -1.3172], [0.0095, 1.6685, -0.9964], [-0.2896, -1.1388, -2.1735], [-0.6688, 0.4396, -2.9046], [-1.6640, -0.2105, -1.5734], [0.8953, -1.6907, 1.6194], [1.9430, -1.2243, 0.1879], [2.0406, 1.1515, 1.0329], [0.9869, 0.6868, 2.4582]], "nbo_charge": [-0.2490, 0.0058, -0.1558, -0.3678, -0.6082, -0.3927, -0.3909, 0.2352, 0.2019, 0.2059, 0.2029, 0.2094, 0.2193, 0.2258, 0.2154, 0.2167, 0.2261]}

***

Entry 3:
{"formula": "C3H10N4", "method": "the ωB97M-V functional and the def2-TZVPD basis", "energy_ha": -339.28191, "homo_energy_ev": -8.7540, "relative_energy_kcal_mol": 28.9, "gap_ev": 9.71, "elements": ["H", "N", "C", "N", "N", "C", "C", "N", "H", "H", "H", "H", "H", "H", "H", "H", "H"], "coordinates": [[-1.4946, 2.0947, -0.2450], [-1.2479, 2.2521, 0.7255], [-0.3766, 1.4687, 1.1916], [0.2975, 0.4301, 0.6051], [1.0950, -0.4367, 1.3893], [-0.0846, -0.1158, -0.6639], [1.0711, -0.8066, -1.3601], [-1.2333, -1.0829, -0.4686], [-0.0874, 1.6261, 2.2316], [0.5018, -1.1182, 1.8685], [1.5944, 0.1152, 2.0819], [-0.5794, 0.6573, -1.2944], [0.7764, -1.1123, -2.3613], [1.3678, -1.6751, -0.7865], [1.9161, -0.1266, -1.4305], [-2.0693, -0.6021, -0.1499], [-1.4472, -1.5680, -1.3334]], "nbo_charge": [0.3258, -0.7096, 0.2855, -0.3097, -0.6493, 0.1165, -0.6216, -0.8746, 0.1580, 0.3531, 0.3603, 0.1790, 0.2076, 0.2334, 0.2239, 0.3622, 0.3596]}

***

Entry 4:
{"formula": "C3H6N2O3", "method": "the ωB97M-V functional and the def2-TZVPD basis", "energy_ha": -452.79182, "homo_energy_ev": -8.6749, "relative_energy_kcal_mol": 256.8, "gap_ev": 8.15, "elements": ["C", "C", "C", "H", "H", "H", "H", "H", "H", "N", "N", "O", "O", "O"], "coordinates": [[2.2349, -0.4326, 0.2187], [-0.0912, -0.4823, -0.0723], [-2.5261, -0.7867, -0.3345], [2.6686, -0.0963, -1.1102], [2.8659, -1.4382, 0.5256], [2.2404, 0.4214, 0.9944], [1.0119, 0.8366, 0.7543], [-1.1278, 2.7639, 0.5379], [-3.1211, -0.8256, -1.4755], [0.9470, -1.1380, -0.0424], [-0.0824, 0.7500, 0.1981], [-0.8119, 1.8555, -0.4418], [-1.1425, -0.9239, -0.6025], [-3.0659, -0.5038, 0.8503]], "nbo_charge": [-0.4579, 0.6253, 0.6332, 0.2046, 0.2585, 0.1596, 0.3709, 0.4648, 0.1873, -0.5394, -0.3423, -0.5128, -0.4957, -0.5561]}

***

Entry 5:
{"formula": "C3H10N2O", "method": "the ωB97M-V functional and the def2-TZVPD basis", "energy_ha": -304.70290, "homo_energy_ev": [-14.2614, -13.9368], "relative_energy_kcal_mol": 51.7, "total_charge": 1, "s2": 0.755, "spin_multiplicity": 2, "gap_ev": [10.88, 4.71], "elements": ["C", "C", "N", "H", "H", "H", "H", "H", "H", "H", "C", "N", "O", "H", "H", "H"], "coordinates": [[-1.1758, -1.1565, -1.2895], [-0.6166, -1.1234, 0.1154], [-1.2200, -0.0497, 0.9109], [-2.2140, -1.5012, -1.2955], [-0.6436, -1.9124, -1.8623], [-1.1681, -0.1505, -1.7042], [0.4714, -0.9861, 0.1520], [-0.7567, -2.0649, 0.6756], [-1.1340, -0.1917, 1.9198], [-2.2275, -0.0066, 0.7186], [2.2845, 1.3276, 0.6244], [1.1041, 1.8120, 0.0998], [2.4023, 0.5174, 1.4960], [3.2088, 1.7801, 0.2299], [0.4810, 1.1144, -0.2412], [1.2043, 2.5914, -0.5496]], "lowdin_spin": [0.0028, 0.1042, 0.6500, 0.0003, -0.0007, 0.0016, 0.0242, 0.0550, 0.0127, 0.0181, 0.0106, 0.0823, 0.0319, 0.0078, -0.0019, 0.0012]}

***

Entry 6:
{"formula": "C13H23Cl18NO3S", "method": "the ωB97M-V functional and the def2-TZVPD basis", "energy_ha": -9470.96035, "homo_energy_ev": -9.5970, "gap_ev": 9.86, "elements": ["C", "C", "C", "C", "C", "O", "S", "O", "O", "N", "C", "C", "H", "H", "H", "H", "H", "H", "H", "H", "H", "H", "H", "H", "H", "H", "H", "H", "H", "C", "Cl", "Cl", "Cl", "H", "C", "Cl", "Cl", "Cl", "H", "C", "Cl", "Cl", "Cl", "H", "C", "Cl", "Cl", "Cl", "H", "C", "Cl", "Cl", "Cl", "H", "C", "Cl", "Cl", "Cl", "H"], "coordinates": [[-0.1632, 2.8138, 1.1314], [1.0062, 1.7912, 0.5653], [0.3648, 0.3213, 0.1833], [-0.2174, -0.5206, 1.4703], [-1.4896, -1.5287, 1.0663], [-1.3335, -1.9514, -0.3344], [-2.6993, -1.5626, -1.2840], [-4.0049, -2.1393, -0.6096], [-2.9866, 0.1412, -1.3181], [-4.2089, 0.4008, -0.8172], [-3.9210, 1.3272, 0.3827], [-5.0217, 1.0026, 1.5981], [-1.0851, 2.1564, 1.4727], [-0.5526, 3.5181, 0.2538], [0.1742, 3.4358, 2.0752], [1.9574, 1.7469, 1.2453], [1.3677, 2.2612, -0.4705], [-0.5172, 0.5262, -0.5639], [1.1216, -0.3898, -0.3972], [0.6566, -1.2672, 1.7917], [-0.4409, 0.1332, 2.4197], [-2.5370, -1.0624, 1.3226], [-1.3808, -2.4800, 1.7762], [-4.6588, 1.0330, -1.5357], [-4.0013, 2.4559, 0.0535], [-2.8580, 1.0390, 0.8064], [-4.5024, 0.1635, 2.2546], [-5.9800, 0.5975, 1.0436], [-5.1882, 2.0131, 2.1646], [-2.9173, 6.1708, 0.6770], [-3.9721, 6.4082, 2.0808], [-1.2492, 6.6213, 1.0691], [-2.9933, 4.4910, 0.1187], [-3.2681, 6.8184, -0.1306], [4.7151, -0.1842, 0.9039], [3.7877, -1.2593, 1.9639], [3.7615, 0.2570, -0.5228], [5.2270, 1.2665, 1.7830], [5.6087, -0.7174, 0.5694], [6.1434, -3.3785, -1.0503], [4.3951, -3.1400, -0.8894], [6.6823, -2.9487, -2.6826], [7.0155, -2.4267, 0.1634], [6.3637, -4.4358, -0.8822], [10.5663, -4.6452, -2.4814], [9.3432, -4.2143, -1.2740], [11.4072, -3.1968, -3.0595], [11.7215, -5.8085, -1.8090], [10.0618, -5.1127, -3.3309], [-2.0097, 1.4499, -4.6507], [-0.2664, 1.4282, -4.9667], [-2.4207, 2.7494, -3.5185], [-2.9139, 1.6337, -6.1634], [-2.2892, 0.4960, -4.1962], [-5.8364, -2.9229, 2.8191], [-6.7441, -1.5670, 2.1284], [-4.4890, -2.3312, 3.8058], [-6.9034, -3.9602, 3.7809], [-5.4271, -3.5170, 1.9980]], "nbo_charge": [-0.6440, -0.4223, -0.4277, -0.4507, -0.1164, -0.6844, 1.6172, -0.8734, -0.5605, -0.3206, -0.2645, -0.6411, 0.1972, 0.2221, 0.2223, 0.2158, 0.2099, 0.2064, 0.2273, 0.2126, 0.2238, 0.2054, 0.2059, 0.3496, 0.1894, 0.2094, 0.2201, 0.2254, 0.2203, -0.2796, 0.0193, 0.0211, 0.0153, 0.2324, -0.2893, 0.0068, 0.0167, 0.0117, 0.2396, -0.2843, 0.0323, 0.0245, 0.0178, 0.2374, -0.2797, 0.0048, 0.0210, 0.0195, 0.2312, -0.2812, 0.0194, 0.0117, 0.0177, 0.2320, -0.2778, 0.0238, 0.0056, 0.0138, 0.2422]}

***

Entry 7:
{"formula": "C5H12NS", "method": "the ωB97M-V functional and the def2-TZVPD basis", "energy_ha": -650.24907, "homo_energy_ev": [-12.9153, -13.1158], "relative_energy_kcal_mol": 104.0, "total_charge": 1, "gap_ev": [7.01, 7.86], "elements": ["C", "C", "C", "C", "C", "N", "S", "H", "H", "H", "H", "H", "H", "H", "H", "H", "H", "H", "H"], "coordinates": [[0.5279, 0.6231, 0.6172], [0.1216, 1.1216, 1.9620], [1.9526, 0.2499, 0.7725], [0.8301, -0.5863, -2.2751], [-2.5697, -1.0016, -0.6749], [-0.2381, 0.4285, -0.4209], [-1.8689, 0.6835, -0.7807], [-0.9101, 1.5810, 1.9858], [0.8492, 1.9633, 2.1970], [0.2257, 0.3225, 2.7024], [1.9268, -0.8188, 1.0700], [2.2334, 0.5870, 1.7690], [2.6321, 0.5069, -0.0996], [-0.1823, -0.8270, -2.3441], [1.4916, -1.3519, -2.1533], [1.1380, 0.4551, -2.5569], [-2.4236, -1.5633, -1.5764], [-3.5799, -0.8404, -0.4668], [-2.1564, -1.5331, 0.2730]], "nbo_charge": [0.4342, -0.7053, -0.6976, -0.1635, -0.7470, -0.5608, 0.5296, 0.2517, 0.2617, 0.2667, 0.2710, 0.2572, 0.2647, 0.1870, 0.1888, 0.2251, 0.2339, 0.2561, 0.2467]}

***

Entry 8:
{"formula": "C13H27CsN3", "method": "the ωB97M-V functional and the def2-TZVPD basis", "energy_ha": -695.87956, "homo_energy_ev": -2.3617, "total_charge": -1, "gap_ev": 4.53, "elements": ["Cs", "C", "C", "C", "C", "C", "H", "H", "H", "H", "H", "N", "C", "C", "N", "C", "C", "N", "H", "H", "H", "H", "H", "H", "H", "H", "H", "H", "H", "H", "H", "C", "C", "C", "C", "H", "H", "H", "H", "H", "H", "H", "H", "H"], "coordinates": [[-0.5348, 1.6565, -0.2442], [-1.4518, 3.8349, 2.1489], [-2.3392, 3.9324, 1.0461], [-3.3815, 2.9884, 1.2317], [-3.1400, 2.3075, 2.4554], [-1.9457, 2.8320, 3.0226], [-0.5813, 4.4470, 2.3191], [-2.2611, 4.6336, 0.2298], [-4.2219, 2.8322, 0.5742], [-3.7844, 1.5674, 2.9056], [-1.5047, 2.5373, 3.9631], [2.6158, 1.0531, 1.0989], [3.0321, -0.3213, 0.7721], [2.1137, -1.3757, 1.3714], [0.8381, -1.4376, 0.6873], [-0.0910, -2.4541, 1.1698], [-1.0306, -1.9130, 2.2468], [-1.8796, -0.8807, 1.6602], [3.0361, 1.7224, 0.4719], [2.8726, 1.3092, 2.0410], [4.0515, -0.5454, 1.0813], [3.0080, -0.4234, -0.3155], [1.9403, -1.1282, 2.4274], [2.6339, -2.3416, 1.3652], [0.9673, -1.4844, -0.3133], [0.4316, -3.3432, 1.5523], [-0.7014, -2.7819, 0.3265], [-0.4219, -1.4497, 3.0289], [-1.5725, -2.7388, 2.7171], [-2.0829, -0.0901, 2.2621], [-2.7596, -1.2192, 1.2999], [1.3972, -1.4105, -4.5446], [0.8685, -0.8731, -3.2010], [-0.5189, -1.4827, -2.9642], [0.8105, 0.6575, -3.0224], [1.4221, -2.5195, -4.6033], [2.4069, -1.0317, -4.7308], [0.7526, -1.0413, -5.3553], [1.5453, -1.2820, -2.4305], [-1.2230, -1.0909, -3.7138], [-0.9149, -1.1911, -1.9837], [-0.5274, -2.5831, -3.0394], [0.2890, 1.0668, -3.9062], [1.8371, 1.0557, -3.1085]], "nbo_charge": [0.9072, -0.3830, -0.3951, -0.3736, -0.3824, -0.3681, 0.1859, 0.1881, 0.1879, 0.1840, 0.1849, -0.8414, -0.2235, -0.2133, -0.6395, -0.2186, -0.2240, -0.8696, 0.3634, 0.3507, 0.1601, 0.2051, 0.1770, 0.1526, 0.3797, 0.1518, 0.1979, 0.1852, 0.1618, 0.3945, 0.3553, -0.6177, -0.2334, -0.6056, -1.0187, 0.1675, 0.1947, 0.1882, 0.1429, 0.1931, 0.1933, 0.1735, 0.1402, 0.1412]}